{
  "formula": "C14H14BF4N7O4S5Y",
  "method": "wB97M-V/def2-TZVPD",
  "symbols": ["Y", "O", "C", "O", "C", "C", "C", "C", "C", "N", "H", "H", "H", "H", "S", "S", "S", "S", "N", "N", "C", "N", "N", "N", "O", "O", "H", "H", "H", "H", "H", "S", "C", "N", "C", "C", "C", "C", "C", "C", "H", "H", "H", "H", "H", "F", "B", "F", "F", "F"],
  "coordinates": [[-0.113864, 0.121403, -0.700254], [-2.054380, 1.453850, 2.927689], [-1.310075, 1.194725, 1.995257], [-1.568277, 0.494230, 0.958184], [0.133311, 1.701075, 2.069041], [0.444007, 2.798550, 2.856670], [1.762142, 3.212436, 2.899440], [2.718660, 2.502993, 2.181004], [2.314908, 1.424518, 1.418078], [1.039111, 1.035755, 1.352487], [-0.353166, 3.282625, 3.401032], [2.050696, 4.078632, 3.481452], [3.759662, 2.794444, 2.189386], [3.013537, 0.850677, 0.821336], [-0.340377, 2.874150, -1.021517], [-0.047769, 3.231652, -3.003427], [2.005749, 2.804797, -3.437982], [2.667126, 1.512467, -2.125685], [1.648853, -2.104648, 0.923994], [2.218404, -2.782363, -0.160518], [2.260121, -2.135045, -1.372107], [2.655736, -2.881177, -2.427005], [1.985475, -0.863446, -1.390250], [1.894441, -0.161331, -2.716187], [2.422628, -0.684232, -3.734135], [0.565873, 0.149634, -2.835689], [2.249538, -2.203180, 1.731592], [0.699441, -2.410701, 1.143341], [2.060501, -3.780178, -0.216953], [2.452412, -3.865671, -2.391839], [2.539748, -2.384885, -3.315208], [-3.619115, -2.135636, 2.815181], [-2.284591, -2.560965, 1.799946], [-1.109858, -2.277735, 2.245847], [-1.199743, -1.681161, 3.491559], [-0.117139, -1.197256, 4.227843], [-0.358847, -0.576499, 5.433888], [-1.664661, -0.429620, 5.915905], [-2.744884, -0.896419, 5.198195], [-2.502732, -1.524360, 3.981191], [-2.457792, -2.992425, 0.824302], [0.884908, -1.290517, 3.828703], [0.466457, -0.178964, 6.010298], [-1.829235, 0.079604, 6.856558], [-3.754151, -0.750562, 5.558769], [-1.961455, -0.972327, -1.864833], [-1.516713, -2.341484, -1.849364], [-0.601855, -2.299780, -0.697860], [-2.563339, -3.179221, -1.542170], [-0.831930, -2.704129, -2.963381]],
  "atomic_forces_ev_per_a": [[-0.14, 0.01, -0.15], [-0.04, 0.15, -0.09], [0.09, -0.06, 0.25], [-0.03, -0.13, -0.10], [-0.36, 0.03, 0.19], [0.21, -0.12, 0.02], [0.01, -0.01, -0.02], [0.00, 0.01, 0.02], [-0.02, -0.07, 0.01], [-0.08, 0.20, -0.23], [0.01, 0.01, 0.02], [0.00, 0.01, 0.01], [0.00, 0.01, 0.01], [0.00, 0.02, -0.01], [0.10, -0.02, -0.10], [-0.04, -0.05, 0.11], [-0.01, 0.15, -0.06], [0.14, -0.04, 0.09], [-0.11, -0.01, -0.07], [0.00, -0.07, 0.11], [0.04, -0.03, -0.25], [-0.11, -0.07, 0.04], [0.15, 0.21, -0.05], [-0.48, 0.16, 0.22], [0.34, -0.11, -0.22], [0.07, -0.33, 0.13], [-0.04, 0.05, -0.04], [0.09, -0.08, 0.01], [-0.01, 0.10, 0.00], [0.01, 0.02, 0.01], [0.04, 0.02, 0.06], [-0.01, -0.04, -0.02], [0.04, 0.12, -0.04], [-0.01, -0.21, 0.01], [-0.02, 0.09, 0.06], [-0.01, -0.01, 0.00], [0.03, 0.00, -0.01], [-0.01, 0.01, 0.03], [-0.03, 0.02, 0.03], [0.10, 0.04, -0.04], [-0.03, -0.05, -0.02], [0.01, 0.00, 0.01], [0.02, 0.00, 0.00], [-0.01, 0.00, 0.01], [-0.01, 0.00, 0.00], [0.14, 0.10, -0.15], [-0.22, 0.10, 0.41], [0.20, 0.01, -0.10], [-0.06, -0.05, 0.04], [0.04, -0.02, -0.12]],
  "fmax_ev_per_a": 0.55,
  "relative_energy_kcal_mol": 42.8,
  "gap_ev": 6.70,
  "homo_ev": -4.316,
  "total_charge": -1
}

{
  "formula": "C34H51BrF5NO11P2",
  "method": "wB97M-V/def2-TZVPD",
  "symbols": ["C", "C", "O", "P", "O", "C", "C", "C", "C", "C", "P", "N", "C", "C", "C", "C", "O", "C", "C", "C", "Br", "C", "C", "F", "F", "C", "F", "F", "F", "C", "C", "C", "O", "O", "C", "C", "H", "H", "H", "H", "H", "H", "H", "H", "H", "H", "H", "H", "H", "H", "H", "H", "H", "H", "H", "H", "H", "C", "O", "C", "C", "O", "C", "H", "H", "H", "H", "H", "H", "H", "H", "H", "H", "C", "O", "C", "C", "O", "C", "H", "H", "H", "H", "H", "H", "H", "H", "H", "H", "C", "O", "C", "C", "O", "C", "H", "H", "H", "H", "H", "H", "H", "H", "H", "H"],
  "coordinates": [[-6.991080, -2.923069, -1.834725], [-6.433022, -1.787817, -0.941358], [-5.559591, -0.892272, -1.647247], [-3.986147, -1.326378, -1.648126], [-3.298524, -0.398101, -0.732899], [-3.392399, -1.094513, -3.351802], [-2.372239, -2.150388, -3.812749], [-1.069309, -2.151315, -3.007019], [-0.431587, -3.336435, -2.747285], [0.732489, -3.368749, -1.980633], [1.512652, -5.001640, -1.632075], [1.776810, -5.782365, -2.979061], [1.201345, -2.153294, -1.510178], [0.563030, -0.952955, -1.784404], [-0.583272, -0.936315, -2.542692], [1.131351, 0.325289, -1.200387], [1.215749, 1.367296, -1.814068], [1.624195, 0.169545, 0.228585], [1.457143, 1.135714, 1.184955], [1.914208, 0.850632, 2.456392], [1.615935, 2.221735, 3.755666], [2.518536, -0.355018, 2.767001], [3.006747, -0.747347, 4.164419], [3.524262, -1.989822, 4.165822], [1.894169, -0.827966, 4.955142], [4.031821, 0.242476, 4.858066], [4.551759, 1.131281, 4.029742], [4.994249, -0.499876, 5.433599], [3.430725, 0.860353, 5.882068], [2.713744, -1.304928, 1.772532], [2.257405, -1.023597, 0.506168], [2.429925, -2.027205, -0.622365], [3.466948, -2.628560, -0.802624], [-3.728333, -2.823782, -1.094843], [-3.344764, -2.873327, 0.295931], [-3.375002, -4.334551, 0.822018], [-8.086371, -2.965822, -1.807011], [-6.718350, -2.687739, -2.870211], [-6.634294, -3.913531, -1.533981], [-7.294879, -1.184849, -0.630312], [-6.009543, -2.198190, -0.019660], [-3.028874, -0.062709, -3.399734], [-4.251804, -1.121324, -4.037649], [-2.202484, -2.124342, -4.896380], [-2.830159, -3.134673, -3.625784], [-0.816237, -4.286012, -3.119359], [0.646142, -5.670284, -0.726418], [2.731946, -4.839972, -0.946529], [1.481766, -5.180363, -3.743486], [-1.067001, 0.013405, -2.742948], [0.981284, 2.080491, 0.937960], [3.190459, -2.260289, 1.969278], [-4.021885, -2.283337, 0.922740], [-2.346962, -2.457460, 0.453605], [-3.970157, -4.391019, 1.738177], [-2.351139, -4.611835, 1.095528], [-3.770142, -4.973703, 0.027753], [1.523105, 5.183694, 0.177652], [1.475257, 5.273659, 1.593404], [2.743372, 5.579542, 2.161111], [2.848410, 7.047462, 2.522679], [2.816923, 7.875731, 1.369286], [1.544531, 8.457463, 1.141886], [0.499831, 5.219834, -0.195165], [2.085822, 6.007948, -0.265170], [1.973954, 4.231405, -0.124302], [3.552053, 5.284467, 1.485694], [2.836500, 4.986135, 3.075862], [3.811318, 7.219159, 3.013694], [2.057896, 7.330774, 3.224330], [1.379464, 9.285298, 1.839811], [0.738131, 7.728303, 1.245055], [1.532012, 8.849162, 0.125530], [-5.457617, 2.609809, -1.467391], [-5.371753, 3.136780, -2.786401], [-6.541767, 2.897146, -3.552040], [-7.434668, 4.120849, -3.610732], [-7.965236, 4.444456, -2.334090], [-7.268441, 5.502880, -1.699064], [-4.660950, 3.055417, -0.873243], [-6.415469, 2.842821, -0.996009], [-5.314998, 1.527391, -1.491222], [-7.090884, 2.034747, -3.160811], [-6.214249, 2.655583, -4.568964], [-8.284960, 3.903972, -4.265230], [-6.894541, 4.973709, -4.033101], [-7.549954, 6.461319, -2.148560], [-6.185956, 5.374607, -1.763011], [-7.556635, 5.511080, -0.648647], [6.596972, -2.247800, 2.894541], [6.337759, -3.023334, 1.736226], [7.466872, -3.146462, 0.883123], [8.161725, -4.480709, 1.064257], [8.738490, -4.600569, 2.357261], [7.946552, -5.369765, 3.245749], [5.790119, -2.426182, 3.601503], [7.542523, -2.518394, 3.369284], [6.610328, -1.182386, 2.635033], [8.165825, -2.320136, 1.043914], [7.098054, -3.080791, -0.145212], [8.979650, -4.550827, 0.340716], [7.470381, -5.306537, 0.870837], [8.047924, -6.435366, 3.013403], [6.892619, -5.086564, 3.202392], [8.312464, -5.195959, 4.256983]],
  "atomic_forces_ev_per_a": [[0.11, 0.24, 0.01], [-1.79, -0.27, 0.04], [0.82, -1.95, -0.17], [0.72, 2.07, 1.38], [0.38, 0.27, -0.16], [-0.67, -0.72, -0.72], [-0.08, -0.79, 0.66], [-1.43, 0.92, -1.07], [0.53, -0.95, 0.32], [0.18, -0.02, 0.61], [0.44, -0.37, -1.67], [-0.45, 0.33, 0.34], [1.23, 0.01, 1.01], [0.21, 0.72, 0.18], [0.36, -0.04, -0.04], [0.14, 0.30, 0.05], [-0.38, -0.59, 0.41], [-0.38, -0.11, -1.43], [0.00, 0.27, -0.04], [-0.31, 0.89, 0.65], [-0.05, -0.36, -0.25], [0.99, -0.71, 0.46], [-1.26, 0.56, -0.23], [0.26, 0.17, -0.14], [0.29, 0.16, 0.14], [-0.49, -1.02, 1.33], [0.21, -0.18, -0.02], [0.33, 0.30, -0.60], [0.10, 0.34, -0.40], [0.09, 0.04, -0.05], [0.19, -0.96, -0.64], [0.03, 0.13, -0.03], [-0.68, 0.18, 0.24], [-0.74, 0.33, -0.93], [0.03, -0.71, 1.40], [0.34, 0.81, -0.41], [0.22, 0.14, 0.11], [0.01, -0.33, 0.14], [0.18, 0.23, -0.26], [0.40, 0.14, -0.03], [0.31, 0.24, -0.24], [0.00, -0.21, 0.23], [0.13, -0.08, 0.21], [0.11, 0.35, 0.24], [0.06, 0.20, -0.20], [-0.15, 0.25, 0.00], [0.15, 0.33, 0.13], [-0.58, 0.22, 0.51], [0.11, -0.34, -0.19], [0.00, -0.19, 0.01], [0.08, -0.13, 0.15], [0.06, 0.24, 0.03], [0.06, 0.13, -0.45], [-0.18, 0.13, -0.45], [-0.09, -0.15, -0.32], [-0.25, -0.31, -0.24], [0.08, -0.16, 0.37], [-0.11, -0.13, 0.03], [0.21, 0.11, -0.17], [-0.36, -0.04, 0.29], [0.36, 0.04, -0.20], [-0.20, -0.09, 0.02], [0.07, 0.09, -0.02], [-0.01, -0.04, 0.06], [0.02, 0.00, 0.03], [0.03, 0.05, -0.10], [0.00, 0.07, -0.03], [0.05, 0.00, 0.00], [-0.01, -0.02, 0.04], [-0.05, -0.06, -0.02], [-0.09, -0.01, 0.00], [0.01, -0.02, 0.03], [0.07, 0.01, 0.02], [0.12, -0.09, -0.01], [-0.20, 0.03, 0.13], [0.34, 0.17, -0.17], [-0.32, -0.21, 0.10], [0.20, 0.04, 0.00], [-0.10, 0.03, 0.02], [0.05, -0.01, -0.09], [-0.02, 0.03, -0.06], [-0.04, 0.03, 0.13], [-0.05, 0.04, 0.04], [-0.06, -0.02, -0.02], [0.03, 0.00, -0.04], [0.07, -0.03, 0.02], [0.08, 0.04, 0.02], [0.00, -0.01, -0.03], [-0.07, -0.02, -0.03], [-0.10, 0.03, -0.08], [0.15, 0.00, 0.19], [-0.34, -0.16, -0.19], [0.34, 0.17, 0.05], [-0.22, 0.00, 0.03], [0.11, -0.04, 0.01], [0.00, -0.02, -0.04], [0.03, 0.00, -0.05], [0.07, 0.03, 0.08], [0.04, -0.04, 0.06], [0.03, 0.01, -0.01], [-0.03, -0.01, -0.03], [-0.06, 0.04, 0.02], [-0.09, -0.02, 0.03], [0.00, 0.00, -0.03], [0.06, 0.00, -0.04]],
  "fmax_ev_per_a": 2.60,
  "gap_ev": 7.69,
  "homo_ev": -8.694,
  "total_charge": 0,
  "smiles": "CCOP(=O)(CCc1cc([PH2]=N)c2c(c1)C(=O)c1cc(Br)c(C(F)(F)C(F)(F)F)cc1C2=O)OCC.COCCOC.COCCOC.COCCOC"
}

{
  "formula": "C32H30N4O8",
  "method": "wB97M-V/def2-TZVPD",
  "symbols": ["C", "C", "C", "C", "C", "C", "C", "C", "C", "C", "C", "C", "C", "C", "C", "C", "O", "O", "C", "O", "N", "C", "C", "N", "C", "O", "H", "H", "H", "H", "H", "H", "H", "H", "H", "H", "H", "H", "H", "H", "H", "H", "H", "H", "H", "H", "O", "N", "O", "C", "C", "C", "C", "C", "C", "H", "H", "H", "H", "H", "O", "N", "O", "C", "C", "C", "C", "C", "C", "H", "H", "H", "H", "H"],
  "coordinates": [[6.849541, -2.708239, 4.025209], [5.940288, -2.745072, 2.710647], [5.701325, -4.143357, 2.050161], [4.841649, -4.341532, 0.767988], [4.231673, -3.069025, 0.108344], [4.470766, -1.691904, 0.774153], [5.293966, -1.459465, 2.076837], [5.480356, 0.000241, 2.761626], [4.065587, 0.754883, 2.544069], [2.797144, -0.034877, 3.050914], [1.433072, 0.646426, 2.839846], [1.297346, 2.031289, 2.148207], [2.532335, 2.811059, 1.661481], [3.957342, 2.175750, 1.874628], [5.275887, 2.948848, 1.420890], [5.524409, 2.984846, -0.155899], [5.958048, 4.069272, -0.649106], [5.342560, 1.890671, -1.037156], [-0.271990, 2.385843, 2.065697], [-0.823833, 3.468358, 1.724639], [-0.863759, 1.139129, 2.531287], [-2.214736, 0.756029, 2.037672], [-2.233114, -0.441938, 0.970241], [-2.814978, -1.719558, 1.535069], [-0.058394, 0.138086, 3.218529], [-0.410987, -0.821040, 3.940515], [7.033968, -1.620286, 4.326638], [6.421568, -3.347171, 4.866214], [7.888307, -3.127948, 3.735019], [6.154206, -5.071530, 2.539728], [4.651240, -5.363747, 0.281925], [3.577630, -3.089028, -0.829579], [3.982629, -0.775393, 0.276650], [5.587817, -0.166673, 3.884120], [6.357302, 0.533176, 2.268802], [2.887778, -1.048638, 3.556400], [2.386022, 3.828995, 1.176584], [6.234722, 2.573136, 1.943359], [5.172721, 4.050531, 1.752079], [5.915739, 2.106827, -1.812488], [-2.844927, 0.401588, 2.942483], [-2.811527, 1.631235, 1.589458], [-1.228004, -0.672361, 0.480318], [-2.966440, -0.129598, 0.131744], [-3.224066, -2.285472, 0.777197], [-2.075445, -2.305561, 1.945821], [-5.363780, -1.836045, -1.693832], [-6.197718, -1.054534, -2.130405], [-6.612148, -1.057001, -3.280847], [-6.731802, -0.043914, -1.214187], [-6.257630, 0.015947, 0.094731], [-6.749086, 0.992165, 0.954661], [-7.709119, 1.895252, 0.507674], [-8.186556, 1.823762, -0.798031], [-7.698394, 0.852502, -1.665818], [-5.509381, -0.681710, 0.456255], [-6.381343, 1.051455, 1.973777], [-8.086653, 2.659750, 1.180150], [-8.937057, 2.528564, -1.140165], [-8.076058, 0.809433, -2.681540], [-1.728279, -0.973325, -2.373192], [-2.109709, 0.055203, -2.913069], [-2.421434, 1.075778, -2.314817], [-2.205005, 0.064272, -4.374377], [-1.894999, -1.090235, -5.090765], [-2.010049, -1.084199, -6.476724], [-2.426944, 0.068082, -7.136608], [-2.725152, 1.220979, -6.416103], [-2.615688, 1.223384, -5.029597], [-1.569290, -1.994433, -4.588576], [-1.777553, -1.979607, -7.043590], [-2.520988, 0.067348, -8.218439], [-3.046875, 2.117168, -6.936036], [-2.854052, 2.127156, -4.479489]],
  "atomic_forces_ev_per_a": [[0.36, 0.17, -1.35], [-1.80, -0.44, -2.38], [-1.66, 2.34, -1.66], [0.51, 3.85, 1.28], [2.04, 0.54, 3.46], [0.93, -1.87, 1.02], [0.08, -3.92, -1.28], [-2.01, -1.09, -0.97], [-2.19, 1.32, -0.23], [-0.90, 4.15, -1.69], [2.37, 1.11, -0.64], [2.79, -1.09, 0.44], [-0.08, -3.30, 1.85], [-2.51, -2.35, 1.16], [-0.90, -0.13, 0.06], [1.57, 3.27, -2.14], [-1.46, -4.00, 1.83], [0.73, 1.44, 2.06], [1.28, 0.92, -0.07], [1.86, -4.78, 1.24], [-1.47, 0.15, -0.51], [-1.83, -0.76, 0.69], [-0.73, -0.33, -0.75], [0.52, 0.34, -0.38], [1.52, 0.17, 0.30], [0.86, 3.49, -3.06], [-0.40, -1.68, -0.13], [0.50, 1.04, -1.11], [-1.68, 0.57, 0.55], [-0.67, 1.57, -0.73], [0.46, 1.73, 1.04], [1.16, -0.14, 1.58], [0.88, -1.59, 0.89], [0.20, 0.42, -1.58], [-1.21, -0.66, 0.92], [-0.11, 1.56, -0.85], [0.35, -1.54, 0.72], [-1.67, 0.34, -0.98], [0.17, -1.77, -0.86], [-0.76, 0.07, 0.66], [1.04, 0.45, -1.45], [1.56, -0.97, 0.79], [-1.12, 0.83, 0.66], [1.40, -0.41, 1.26], [0.34, 0.54, 0.39], [-0.44, 0.51, -0.12], [-0.38, 0.41, -0.22], [0.23, -0.43, -0.36], [0.20, 0.01, 0.56], [-0.30, 0.61, 0.55], [0.12, -0.08, 0.04], [-0.12, 0.04, -0.23], [0.01, -0.03, -0.03], [0.19, -0.16, 0.12], [-0.05, 0.03, -0.10], [-0.09, 0.01, -0.19], [-0.01, -0.06, -0.14], [0.04, -0.10, -0.08], [0.09, -0.11, 0.00], [0.19, -0.15, 0.11], [-0.16, 0.51, -0.29], [0.04, -0.07, 0.60], [0.12, -0.47, -0.28], [-0.07, -0.01, -0.86], [0.02, -0.09, 0.03], [-0.06, 0.24, 0.10], [0.00, 0.00, 0.04], [0.08, -0.25, 0.09], [-0.04, 0.10, 0.03], [-0.09, 0.23, 0.11], [-0.02, 0.09, 0.12], [0.02, 0.00, 0.13], [0.04, -0.09, 0.11], [0.07, -0.24, 0.10]],
  "fmax_ev_per_a": 5.28,
  "gap_ev": 7.87,
  "homo_ev": -8.603,
  "total_charge": 0,
  "smiles": "Cc1ccccc1Cc1cc2c(cc1CC(=O)O)C(=O)N(CCN)C2=O.O=[N+]([O-])c1ccccc1.O=[N+]([O-])c1ccccc1"
}